No. 1
Below is a molecular structure, C34H42IN5O3S2Ti, with properties calculated with ωB97M-V with the def2-TZVPD basis set.

Element x y z (Å)
Ti: 0.0694 0.0672 -0.0284
C: 2.7543 2.6818 -6.5492
C: 2.0774 1.9177 -5.4470
C: 1.4482 0.7223 -5.6458
C: 0.7500 0.0059 -4.6267
C: 0.2138 -1.2072 -5.1384
N: -0.7173 -2.0469 -4.7728
C: -1.7216 -1.9660 -3.7141
C: -3.0249 -1.3617 -4.2289
C: -2.9496 0.1555 -4.3643
N: -2.7648 0.7820 -3.0560
C: -3.7125 1.3937 -2.4164
C: -3.6038 1.9613 -1.1221
C: -4.7283 2.6418 -0.6056
C: -4.7086 3.2627 0.6193
C: -5.8949 3.9998 1.1745
C: -3.5013 3.2025 1.3296
C: -2.3828 2.5182 0.8829
C: -1.1794 2.5578 1.7009
N: -0.1654 1.7990 1.5902
C: 0.9247 2.0800 2.5384
C: 2.2618 2.1190 1.8155
C: 2.1235 2.7407 0.4465
N: 1.5228 1.8375 -0.5832
C: 1.7917 2.2610 -1.7559
C: 1.5037 1.7091 -3.0683
C: 2.0995 2.3754 -4.1240
C: 0.7521 0.5107 -3.2713
O: 0.1932 -0.0903 -2.2968
C: -2.4029 1.8632 -0.3694
O: -1.3773 1.2331 -0.8492
H: 2.7538 2.1150 -7.4784
H: 3.7897 2.9067 -6.2926
H: 2.2481 3.6299 -6.7353
H: 1.4600 0.2948 -6.6428
H: 0.6608 -1.5030 -6.0828
H: -0.8318 -2.8353 -5.3964
H: -1.2970 -1.3806 -2.9093
H: -1.8818 -2.9785 -3.3466
H: -3.8230 -1.6184 -3.5290
H: -3.2999 -1.7962 -5.1922
H: -3.8652 0.5503 -4.8030
H: -2.1194 0.4612 -5.0032
H: -1.8694 0.6979 -2.5582
H: -4.6649 1.4807 -2.9336
H: -5.6293 2.6811 -1.2090
H: -6.7441 3.9450 0.4961
H: -5.6605 5.0527 1.3348
H: -6.2034 3.5831 2.1339
H: -3.4356 3.7162 2.2845
H: -1.1881 3.3210 2.4836
H: 0.9273 1.3088 3.3079
H: 0.7360 3.0425 3.0216
H: 2.6952 1.1241 1.7312
H: 2.9580 2.7211 2.4006
H: 3.1061 3.0496 0.0900
H: 1.4995 3.6378 0.5043
H: 2.3865 3.1758 -1.8286
H: 2.6486 3.2860 -3.9042
S: 1.0605 -0.9546 1.9672
C: 2.2713 -1.4832 0.8443
C: 3.3578 -2.3167 1.0920
C: 4.2057 -2.6008 0.0424
C: 3.9551 -2.0555 -1.2169
C: 2.8524 -1.2473 -1.3791
N: 2.0273 -0.9672 -0.3637
H: 3.5120 -2.7219 2.0817
H: 5.0614 -3.2450 0.1957
H: 4.6069 -2.2563 -2.0545
H: 2.6189 -0.8076 -2.3382
O: -1.7442 -0.4640 1.1024
S: -2.2532 -0.2860 2.5363
C: -2.1325 -1.8944 3.3542
C: -3.3967 -2.7121 3.0379
C: -4.2151 -1.9487 1.9930
C: -4.0295 -0.4725 2.3191
H: -2.0106 -1.6783 4.4165
H: -1.2082 -2.3355 2.9845
H: -3.9809 -2.8381 3.9495
H: -3.1260 -3.7027 2.6777
H: -5.2679 -2.2267 2.0170
H: -3.8323 -2.1482 0.9906
H: -4.4890 -0.1980 3.2726
H: -4.3435 0.2322 1.5493
I: -0.6001 -3.7070 0.4689
C: -0.5216 -1.9142 -0.6553
H: -1.5594 -1.7245 -0.9352
H: 0.0582 -2.1917 -1.5267

Output
- Net charge: +2
- LUMO level: -5.77 eV
- Frontier orbital gap: 6.6 eV
- HOMO: -12.39 eV
- E: -102409.1255 eV

Here are the Mulliken charges for atoms 1 to 6, given in e: atom 1 (Ti): -0.8050, atom 2 (C): -1.5423, atom 3 (C): -0.3287, atom 4 (C): -1.2627, atom 5 (C): 1.0077, atom 6 (C): -0.4389

No. 2
Below is 2 unconnected molecules or ions with the total composition CH2FNOS at a distorted geometry, with properties calculated with ωB97M-V with the def2-TZVPD basis set.

Element x y z (Å)
C: -0.2401 -1.9329 0.2525
N: -1.1972 -1.4009 -0.1209
O: 0.7681 -2.4959 0.5668
F: 1.3504 -0.0585 -0.5403
S: -1.9974 -0.0505 -0.5228
H: 1.8288 -0.8042 -0.0344
H: -3.0335 -0.7338 -0.4159

Output
- Structure (SMILES): O=C=NS.F
- LUMO level: 0.49 eV
- Frontier orbital gap: 9.9 eV
- HOMO: -9.37 eV
- E: -18158.5155 eV

Here are the Mulliken charges for atoms 1 to 6, given in e: atom 1 (C): 0.6556, atom 2 (N): -0.1664, atom 3 (O): -0.5834, atom 4 (F): -0.4378, atom 5 (S): -0.0153, atom 6 (H): 0.4198

No. 3
Below is a molecular structure, C73H79GeNP4SScSi, with properties calculated with ωB97M-V with the def2-TZVPD basis set.

Element x y z (Å)
Sc: -0.2523 -0.0105 0.0148
C: -0.0388 3.2374 3.5503
Si: -1.5764 2.4587 2.9840
C: -2.3264 1.3638 4.2205
C: -2.7700 1.9591 5.4127
C: -3.3872 1.1793 6.3751
C: -3.5614 -0.1851 6.1534
C: -3.1112 -0.7745 4.9821
C: -2.4752 -0.0015 4.0145
P: -1.9492 -0.7550 2.4281
C: -3.5978 -1.3512 1.9136
C: -4.5639 -0.3905 1.6057
C: -5.8788 -0.7685 1.3773
C: -6.2373 -2.1094 1.4704
C: -5.2864 -3.0628 1.8043
C: -3.9679 -2.6861 2.0302
C: -0.9714 -2.1991 2.9173
C: -0.5349 -3.2729 1.8984
C: -0.8927 -4.6641 2.4170
C: 0.0648 -5.0933 3.2276
C: 1.1632 -4.0476 3.3456
C: -0.3773 -2.1775 4.1118
C: -2.5731 3.4621 1.8281
C: -3.4094 4.3325 2.5399
C: -4.0783 5.3507 1.8812
C: -3.9055 5.5131 0.5125
C: -3.0986 4.6379 -0.2009
C: -2.4370 3.5949 0.4421
P: -1.5365 2.3734 -0.5903
C: -0.3263 3.3391 -1.5359
C: 0.1313 2.8459 -2.7611
C: 1.0048 3.6021 -3.5277
C: 1.4396 4.8395 -3.0677
C: 1.0306 5.3096 -1.8254
C: 0.1546 4.5587 -1.0537
C: -2.8014 1.8654 -1.8001
C: -3.0569 2.5612 -2.9816
C: -4.1106 2.1709 -3.7947
C: -4.9137 1.0913 -3.4385
C: -4.6507 0.3875 -2.2719
C: -3.5913 0.7715 -1.4641
H: -0.3269 3.7666 4.4754
H: 0.3587 3.9626 2.8423
H: 0.7366 2.5160 3.8178
H: -2.6462 3.0259 5.5913
H: -3.7319 1.6317 7.2983
H: -4.0544 -0.7938 6.9032
H: -3.2607 -1.8362 4.8202
H: -4.2985 0.6622 1.5783
H: -6.6270 -0.0193 1.1416
H: -7.2664 -2.4079 1.3020
H: -5.5721 -4.1047 1.8966
H: -3.2371 -3.4339 2.3135
H: -0.9031 -3.0673 0.8926
H: -1.8025 -5.1913 2.1504
H: 0.0742 -6.0315 3.7761
H: 2.1472 -4.4780 3.5191
H: -0.6335 -1.4278 4.8513
H: -3.5424 4.2246 3.6176
H: -4.7290 6.0164 2.4369
H: -4.4122 6.3193 -0.0067
H: -2.9909 4.7705 -1.2700
H: -0.2221 1.8883 -3.1351
H: 1.3352 3.2328 -4.4922
H: 2.1033 5.4402 -3.6806
H: 1.3820 6.2706 -1.4638
H: -0.1912 4.9470 -0.1005
H: -2.4339 3.3922 -3.2879
H: -4.3046 2.7128 -4.7136
H: -5.7379 0.7952 -4.0778
H: -5.2598 -0.4678 -1.9990
H: -3.3697 0.1995 -0.5776
C: 8.0799 2.8882 1.5994
S: 7.1666 1.3325 1.6035
C: 6.2177 1.5548 0.0742
C: 5.5928 0.2226 -0.3087
C: 4.4977 -0.2343 0.6618
N: 3.1217 0.2394 0.3315
P: 2.0642 0.5514 1.6296
C: 2.8511 1.9647 2.4366
C: 3.8216 1.9687 3.4341
C: 4.3913 3.1685 3.8443
C: 4.0216 4.3650 3.2515
C: 3.0725 4.3713 2.2322
C: 2.4855 3.1828 1.8415
C: 2.0602 -1.0271 2.5536
C: 1.5739 -1.9786 1.7374
C: 1.0252 -3.3466 1.9821
C: 0.7957 -3.0607 4.4837
C: 1.9189 -2.1082 4.8112
C: 2.4028 -1.1859 3.9746
P: 2.3351 0.0277 -1.1560
C: 3.0810 1.2708 -2.2492
C: 3.3202 0.9986 -3.5962
C: 3.9194 1.9611 -4.4003
C: 4.2781 3.1916 -3.8669
C: 4.0164 3.4737 -2.5303
C: 3.4004 2.5258 -1.7277
C: 2.7740 -1.5561 -1.9225
C: 1.8848 -1.9926 -2.9092
C: 2.1311 -3.1537 -3.6267
C: 3.2632 -3.9077 -3.3527
C: 4.1536 -3.4859 -2.3757
C: 3.9211 -2.3152 -1.6687
H: 8.7360 2.8678 2.4676
H: 7.4042 3.7410 1.6780
H: 8.6879 2.9702 0.6996
H: 6.9112 1.8827 -0.7010
H: 5.4569 2.3302 0.2166
H: 6.3820 -0.5332 -0.3242
H: 5.1959 0.2860 -1.3201
H: 4.7358 0.1444 1.6545
H: 4.4747 -1.3175 0.7513
H: 4.1843 1.0568 3.8831
H: 5.1478 3.1562 4.6191
H: 4.4789 5.2938 3.5716
H: 2.7927 5.3033 1.7520
H: 1.7361 3.1883 1.0534
H: 1.4741 -1.7160 0.6692
H: 1.3757 -4.0233 1.2028
H: 0.5481 -3.6269 5.3831
H: 2.3384 -2.1588 5.8133
H: 3.1589 -0.5200 4.3637
H: 3.0876 0.0248 -4.0123
H: 4.1288 1.7376 -5.4404
H: 4.7694 3.9302 -4.4920
H: 4.3025 4.4328 -2.1114
H: 3.2245 2.7385 -0.6798
H: 1.0008 -1.4131 -3.1329
H: 1.4351 -3.4757 -4.3907
H: 3.4581 -4.8186 -3.9065
H: 5.0470 -4.0637 -2.1664
H: 4.6583 -2.0035 -0.9494
C: -2.8274 -6.3983 -2.7278
C: -2.3964 -5.1952 -1.8896
C: -3.3470 -4.0092 -2.0464
C: -2.9943 -2.8015 -1.1610
Ge: -1.3460 -1.8305 -1.6666
C: -1.6247 -0.8848 -3.4116
C: -2.1919 -1.7207 -4.5693
C: -1.2842 -2.8423 -5.0577
C: -1.8832 -3.6112 -6.2343
H: -2.1333 -7.2340 -2.6170
H: -2.8690 -6.1360 -3.7899
H: -3.8211 -6.7468 -2.4313
H: -1.3843 -4.8963 -2.1771
H: -2.3529 -5.4795 -0.8292
H: -4.3578 -4.3384 -1.7787
H: -3.3873 -3.7256 -3.1017
H: -2.8735 -3.1524 -0.1385
H: -3.8188 -2.0833 -1.1389
H: -0.3383 -2.9756 -1.9295
H: -0.6755 -0.4281 -3.7162
H: -2.3041 -0.0568 -3.2140
H: -2.3968 -1.0435 -5.4056
H: -3.1586 -2.1399 -4.2788
H: -1.0845 -3.5343 -4.2308
H: -0.3233 -2.4052 -5.3556
H: -2.8286 -4.0838 -5.9503
H: -1.2107 -4.3961 -6.5856
H: -2.0841 -2.9423 -7.0752

Output
- Net charge: +3
- LUMO level: -9.07 eV
- Frontier orbital gap: 4.8 eV
- HOMO: -13.82 eV
- E: -211534.3372 eV

Here are the Mulliken charges for atoms 1 to 6, given in e: atom 1 (Sc): -2.2792, atom 2 (C): -0.4711, atom 3 (Si): 0.2393, atom 4 (C): 1.2511, atom 5 (C): -0.7855, atom 6 (C): -0.9111

> Which of these has the lowest E?

C73H79GeNP4SScSi

> Among the records above, which one has the highest frontier orbital gap?

CH2FNOS

> HOMO of number 1 (C34H42IN5O3S2Ti)?

-12.39 eV